DFT (the ωB97M-V functional and the def2-TZVPD basis) results for a molecular structure, C5H14N at a distorted geometry.

The geometry in XYZ format:
```
20
Properties=species:S:1:pos:R:3:lowdin_charge:R:1
C -1.201 1.364 1.026 -0.28
C -0.175 1.536 -0.091 -0.20
C 0.638 0.281 -0.388 -0.22
C -0.216 -0.934 -0.803 -0.21
C 0.649 -1.983 -1.403 0.08
N -0.563 0.906 2.264 0.01
H -2.034 0.708 0.733 0.11
H -1.680 2.320 1.219 0.12
H -0.696 1.858 -1.002 0.12
H 0.497 2.338 0.211 0.12
H 1.351 0.539 -1.178 0.12
H 1.184 0.007 0.525 0.12
H -0.783 -1.322 0.042 0.12
H -0.988 -0.624 -1.529 0.16
H 0.838 -1.837 -2.467 0.14
H 0.465 -3.002 -1.069 0.13
H 1.799 -1.778 -0.943 0.07
H -0.624 -0.098 2.370 0.06
H 2.523 -1.628 -0.588 0.35
H -0.983 1.348 3.070 0.08
```

Results
Total charge ... +1
E_LUMO ... -7.52 eV
Relative energy (zero: lowest compared OMol25 entry of this formula, charge and spin) ... 4.695 eV
Highest occupied orbital energy ... -12.65 eV


DFT (the ωB97M-V functional and the def2-TZVPD basis) results for a molecular structure, C5H14N at a distorted geometry.

The geometry in XYZ format:
```
20
Properties=species:S:1:pos:R:3:lowdin_charge:R:1
C 1.845 0.813 0.650 -0.26
C 1.599 -0.518 -0.118 -0.17
C 0.124 -0.743 -0.493 -0.23
C -0.922 -0.551 0.598 -0.21
C -2.300 -0.722 0.089 0.10
N 1.109 2.004 0.232 0.00
H 1.600 0.639 1.694 0.11
H 2.890 1.076 0.504 0.12
H 1.872 -1.315 0.576 0.11
H 2.217 -0.569 -1.012 0.12
H 0.116 -1.716 -0.999 0.13
H -0.071 -0.108 -1.377 0.11
H -0.784 0.445 1.011 0.12
H -0.754 -1.323 1.363 0.18
H -2.475 -1.709 -0.335 0.13
H -3.109 -0.376 0.728 0.13
H -2.275 -0.007 -0.960 0.08
H 1.486 2.434 -0.603 0.08
H -2.288 0.372 -1.622 0.34
H 0.121 1.875 0.075 0.03
```

Results
Total charge ... +1
E_LUMO ... -7.61 eV
Relative energy (zero: lowest compared OMol25 entry of this formula, charge and spin) ... 5.071 eV
Highest occupied orbital energy ... -12.60 eV


DFT (the ωB97M-V functional and the def2-TZVPD basis) results for 2 unconnected molecules or ions with the total composition C5H14N at a distorted geometry.

The geometry in XYZ format:
```
20
Properties=species:S:1:pos:R:3:lowdin_charge:R:1
C -2.116 -0.559 -1.139 0.01
C -0.767 0.135 -0.839 -0.40
C 0.268 -0.992 -0.187 -0.02
C 1.575 -0.409 0.331 -0.24
C 2.215 0.698 -0.499 -0.09
N -0.863 1.045 0.099 0.37
H -2.619 -1.024 -0.298 0.10
H -2.798 0.194 -1.534 0.10
H -1.973 -1.313 -1.906 0.10
H -0.327 0.586 -1.719 0.16
H 0.411 -1.696 -0.994 0.14
H -0.305 -1.491 0.598 0.13
H 2.266 -1.227 0.496 0.13
H 1.369 0.026 1.312 0.11
H 2.243 0.467 -1.562 0.08
H 3.248 0.892 -0.204 0.09
H 1.658 1.636 -0.369 0.08
H -1.138 1.333 3.479 0.00
H -1.490 0.681 0.838 0.12
H -0.857 1.017 4.095 0.02
```

Results
Total charge ... +1
E_LUMO ... -8.27 eV
Relative energy (zero: lowest compared OMol25 entry of this formula, charge and spin) ... 5.362 eV
Highest occupied orbital energy ... -16.28 eV


DFT (the ωB97M-V functional and the def2-TZVPD basis) results for 3 unconnected molecules or ions with the total composition C5H14N at a distorted geometry.

The geometry in XYZ format:
```
20
Properties=species:S:1:pos:R:3:lowdin_charge:R:1
C -3.605 0.191 -2.489 -0.20
C -5.004 0.919 -2.671 -0.13
C -5.259 1.496 -1.280 -0.21
C -4.232 2.566 -0.632 -0.20
C -3.960 2.260 0.872 -0.10
N -3.561 -0.144 -1.180 0.32
H -2.877 0.886 -2.947 0.22
H -3.544 -0.633 -3.264 0.17
H -5.075 1.798 -3.334 0.13
H -5.669 0.154 -3.093 0.14
H -6.115 2.235 -1.562 0.15
H -5.430 0.723 -0.471 0.13
H -3.364 2.795 -1.327 0.13
H -4.966 3.335 -0.511 0.08
H -4.878 2.518 1.404 0.08
H -3.193 2.950 1.288 0.09
H -3.619 1.228 0.959 0.05
H 37.360 -12.930 10.451 0.00
H 39.916 -11.396 10.873 0.00
H -2.923 -0.953 -1.085 0.14
```

Results
Total charge ... +1
E_LUMO ... -8.94 eV
Relative energy (zero: lowest compared OMol25 entry of this formula, charge and spin) ... 14.842 eV
Highest occupied orbital energy ... -9.51 eV


DFT (the ωB97M-V functional and the def2-TZVPD basis) results for a molecular structure, C5H14N at a distorted geometry.

The geometry in XYZ format:
```
20
Properties=species:S:1:pos:R:3:lowdin_charge:R:1
C -0.525 -2.067 -1.598 -0.11
C -0.955 0.081 1.094 0.13
C 0.368 0.842 1.239 -0.41
C 1.327 -0.043 0.473 -0.12
C 0.451 2.220 0.483 -0.09
N -0.904 -0.687 -1.375 0.08
H -1.148 -2.744 -0.959 0.12
H -0.511 -2.480 -2.585 0.10
H -1.757 0.657 1.505 0.11
H -0.962 -0.242 -0.229 0.07
H 0.549 1.059 2.306 0.17
H 1.153 -1.081 0.721 0.07
H 2.384 0.111 0.745 0.11
H 1.117 0.075 -0.595 0.07
H -0.188 3.132 0.766 0.09
H 1.574 2.580 0.379 0.12
H 0.058 2.061 -0.680 0.13
H -0.818 -0.873 1.586 0.11
H -1.794 -0.438 -1.854 0.14
H 0.580 -2.164 -1.421 0.10
```

Results
Total charge ... +1
E_LUMO ... -8.08 eV
Relative energy (zero: lowest compared OMol25 entry of this formula, charge and spin) ... 6.101 eV
Highest occupied orbital energy ... -15.15 eV


no.,frontier orbital gap (eV)
1,5.125
2,4.990
3,8.015
4,0.574
5,7.064